# 1
Formula: C9H18N2O2
Source: the Open Molecules 2025 dataset
Level of theory: ωB97M-V/def2-TZVPD

Structure (XYZ):
```
31
C9H18N2O2 ωB97M-V/def2-TZVPD
C 1.91522 -0.32894 0.48804
C 0.79237 2.23043 3.50175
C 2.92947 0.26783 -0.47939
C 2.40077 -0.96457 1.80188
C -0.53167 0.89638 -2.09050
C -1.86471 -1.18885 -2.10794
C -2.64638 0.90988 -0.76273
C -1.02680 -1.45228 1.12429
C -1.65948 0.10731 -1.50998
N 0.71759 0.03887 0.19293
N -0.51715 -0.13581 0.53608
O 0.55658 1.16489 3.87379
O 1.04354 3.30404 3.17658
H 3.44745 -0.41917 -1.27093
H 2.38383 0.96883 -0.98019
H 3.64276 0.81432 0.12725
H 3.15618 -1.73832 1.53625
H 2.69790 -0.10601 2.43574
H 1.46273 -1.26200 2.25192
H -0.74754 2.01915 -2.07878
H 0.36972 0.75844 -1.36983
H -0.20834 0.81211 -3.12761
H -2.16013 -2.03036 -1.24522
H -1.03468 -1.54131 -2.76799
H -2.74556 -1.15475 -2.74147
H -2.11833 1.70447 -0.36331
H -3.37570 1.24453 -1.56661
H -3.41330 0.38215 -0.15517
H -2.04603 -1.27805 1.28614
H -0.93349 -2.25658 0.32411
H -0.48683 -1.76663 1.96089
```

LUMO energy (alpha / beta) = 0.018 / -0.030 hartree
Charge = 0
Calculated total energy = -613.48519 a.u.
<S²> = 2.02
Multiplicity = 3
Gap between HOMO and LUMO (alpha / beta) = 0.211 / 0.284 Ha
Energy relative to the best compared isomer or geometry (same formula, charge and spin) = 0.00 kcal per mole


# 2
Formula: CH11N2O3
Source: the Open Molecules 2025 dataset
Level of theory: ωB97M-V/def2-TZVPD

Structure (XYZ):
```
17
CH11N2O3 ωB97M-V/def2-TZVPD
N 0.63026 -0.60556 0.20538
C 1.22848 -0.63712 -0.95094
N 2.37180 -0.02064 -1.18569
H 0.87424 -0.06624 1.03447
H -0.32480 -0.92643 0.06029
H 0.71848 -1.08494 -1.79636
H 2.61497 0.20612 -2.13596
H 2.89340 0.47808 -0.51306
H -2.55221 -0.36399 -1.66456
H -2.52368 -1.30961 -2.91035
O -2.31350 -1.23645 -1.97585
H -2.58309 0.75344 1.57726
H -2.39786 -0.68042 2.21361
O -2.47111 -0.18013 1.39714
H 1.84613 1.66677 2.61255
H 0.84412 2.45434 2.08517
O 1.14438 1.55277 1.94689
```

LUMO energy = -0.115 hartree
Charge = +1
Calculated total energy = -379.70664 a.u.
Gap between HOMO and LUMO = 0.427 Ha
Energy relative to the best compared isomer or geometry (same formula, charge and spin) = 23.01 kcal per mole


# 3
Formula: C24H43F3S7Si4Y
Source: the Open Molecules 2025 dataset
Level of theory: ωB97M-V/def2-TZVPD

Structure (XYZ):
```
82
C24H43F3S7Si4Y ωB97M-V/def2-TZVPD
Y -0.78732 0.18870 0.54949
C -0.10158 -1.43103 3.82149
C 0.11370 -2.71863 3.03509
S -0.37316 -2.68807 1.27865
C 1.09913 -3.38866 0.49792
C 2.37165 -2.57589 0.66822
S 2.14160 -0.82829 0.22469
C 2.94919 -0.02290 1.62848
C 2.32152 -0.25241 2.99719
S 0.53901 0.10416 3.10979
H -1.16602 -1.22855 3.93570
H 0.34075 -1.54450 4.81411
H 1.15987 -3.02383 3.06963
H -0.46711 -3.50548 3.51855
H 1.24848 -4.41117 0.85157
H 0.82274 -3.44168 -0.55656
H 2.73178 -2.62193 1.69577
H 3.15396 -2.99527 0.03244
H 3.99415 -0.34126 1.65418
H 2.92835 1.03451 1.37285
H 2.46605 -1.27986 3.33238
H 2.82519 0.39819 3.71450
S -2.86396 -0.97088 1.84242
S -3.14031 0.86112 2.78541
S -2.15768 2.20001 1.50971
S 0.99792 2.22926 -0.16591
C 2.26202 0.39212 -3.39775
Si 0.94774 -0.93755 -3.63725
C 1.78106 -2.58870 -3.21727
C 0.63412 -0.99066 -5.50056
Si -0.95156 -0.52913 -2.33660
Si -1.96075 1.27931 -3.44037
C -2.74799 0.87430 -5.11390
C -0.71148 2.65314 -3.77934
C -3.36166 2.00422 -2.41098
Si -2.41625 -2.29666 -2.78706
C -2.53380 -2.83331 -4.59752
C -4.15819 -1.86454 -2.21825
C -1.92358 -3.87728 -1.86973
H 3.19006 0.11488 -3.90738
H 2.48522 0.55415 -2.34262
H 1.92448 1.34422 -3.80987
H 2.57398 -2.79859 -3.94127
H 1.07597 -3.42229 -3.24296
H 2.24242 -2.55438 -2.22817
H 1.56984 -1.18704 -6.03249
H 0.24490 -0.03371 -5.85341
H -0.08407 -1.76132 -5.77867
H -2.03537 0.44855 -5.82134
H -3.15656 1.79147 -5.54957
H -3.57304 0.16776 -4.99791
H -0.08773 2.40382 -4.64159
H -0.05606 2.83638 -2.92657
H -1.23662 3.58528 -4.00630
H -4.21135 1.31858 -2.37514
H -3.70469 2.94115 -2.86031
H -3.06305 2.21132 -1.38186
H -2.81053 -2.00992 -5.25711
H -3.28242 -3.62459 -4.70200
H -1.58115 -3.23342 -4.94840
H -4.56743 -1.03880 -2.80484
H -4.15775 -1.56357 -1.16816
H -4.82610 -2.72285 -2.33436
H -0.89060 -4.16164 -2.08390
H -2.56628 -4.70673 -2.18000
H -2.03013 -3.75725 -0.79076
F 1.00819 3.21265 8.85005
C 1.63463 4.18034 8.14480
F 1.01781 5.33746 8.47505
F 2.88769 4.26610 8.63190
C 1.60148 3.91747 6.67330
C 0.38738 3.59387 6.07361
C 0.32369 3.36215 4.71574
C 1.47921 3.44452 3.92404
C 2.68933 3.78230 4.53986
C 2.75108 4.01744 5.90192
C 1.40334 3.16260 2.53029
C 1.27096 2.79083 1.38151
H -0.50872 3.52249 6.67744
H -0.61332 3.10871 4.23698
H 3.58096 3.85532 3.93118
H 3.69276 4.27340 6.36811
```

LUMO energy = 0.066 hartree
Charge = -1
Calculated total energy = -5223.82411 a.u.
Gap between HOMO and LUMO = 0.217 Ha
Energy relative to the best compared isomer or geometry (same formula, charge and spin) = 0.00 kcal per mole


# 4
Formula: C3H8ClNiO5
Source: the Open Molecules 2025 dataset
Level of theory: ωB97M-V/def2-TZVPD

Structure (XYZ):
```
18
C3H8ClNiO5 ωB97M-V/def2-TZVPD
Ni 0.31226 0.38253 0.34752
O 1.60717 -2.87784 1.93020
Cl 1.50178 -1.90830 0.88894
O 2.25697 -2.34691 -0.23630
O 0.11836 -1.77500 0.51945
O 2.00294 -0.65112 1.36081
C 0.27708 -1.75398 -2.93607
C -0.00706 -0.26110 -2.91969
O 0.72561 0.32674 -1.86205
H -0.21401 -2.22041 -3.78798
H -0.07829 -2.20116 -2.01117
H 1.35087 -1.91180 -2.99007
H -1.08649 -0.08370 -2.80196
H 0.31639 0.19738 -3.86796
H 0.70362 1.29059 -1.92930
C -0.12278 2.20984 0.65692
H -0.03707 3.05198 -0.04734
H -0.47043 2.59465 1.62731
```

LUMO energy (alpha / beta) = 0.126 / 0.125 hartree
Charge = -1
Calculated total energy = -2463.49020 a.u.
<S²> = 2.02
Multiplicity = 3
Gap between HOMO and LUMO (alpha / beta) = 0.221 / 0.242 Ha


# 5
Formula: C3N3OP
Source: the Open Molecules 2025 dataset
Level of theory: ωB97M-V/def2-TZVPD

Structure (XYZ):
```
8
C3N3OP ωB97M-V/def2-TZVPD
C 2.80981 0.74805 -0.24948
C -1.59568 1.28614 0.39996
C -0.52393 -1.55844 0.39313
N 3.65359 0.13094 0.12441
N -2.06896 2.13892 0.99344
N -0.57994 -2.66772 0.66678
O -1.13875 -0.09253 -1.83479
P -0.55615 0.01464 -0.49345
```

LUMO energy (alpha / beta) = -0.142 / -0.177 hartree
Charge = 0
Calculated total energy = -694.95735 a.u.
Gap between HOMO and LUMO (alpha / beta) = 0.341 / 0.238 Ha
Energy relative to the best compared isomer or geometry (same formula, charge and spin) = 35.36 kcal per mole


# 6
Formula: C27H40Cl5F24NO10
Source: the Open Molecules 2025 dataset
Level of theory: ωB97M-V/def2-TZVPD

Structure (XYZ):
```
107
C27H40Cl5F24NO10 ωB97M-V/def2-TZVPD
C -4.19713 -2.91369 -4.89811
O -4.08696 -1.99468 -3.82024
C -4.41643 -2.53116 -2.55380
C -4.22073 -1.42038 -1.53045
N -4.99874 -0.19409 -1.87960
H -4.65837 0.11734 -2.80449
H -6.00836 -0.30066 -1.96380
C -4.82037 0.96782 -0.89990
C -5.91626 1.98774 -1.18652
O -5.76312 2.38848 -2.52122
C -6.66580 3.40476 -2.91083
H -4.92916 -3.70381 -4.72617
H -3.20829 -3.37121 -5.01479
H -4.37743 -2.32920 -5.79739
H -3.76041 -3.37290 -2.32567
H -5.47598 -2.80804 -2.57864
H -3.17932 -1.13131 -1.41971
H -4.50750 -1.76650 -0.53773
H -3.80700 1.33557 -1.03702
H -5.00020 0.55365 0.09062
H -5.81241 2.78099 -0.44126
H -6.89157 1.50206 -1.04568
H -7.65826 2.96302 -3.03687
H -6.38274 3.82214 -3.87723
H -6.71901 4.27778 -2.25598
Cl -0.84093 -0.55290 0.27828
O 0.27374 -0.21511 1.13967
O -0.47994 -1.60639 -0.66537
O -1.94412 -0.97187 1.09586
O -1.18379 0.58588 -0.58993
C 1.61257 3.18217 4.63603
C 2.84449 3.01710 5.54121
C 3.53380 1.64554 5.42859
F 4.55821 1.54827 6.32141
F 2.65360 0.63840 5.54958
F 3.69372 4.04737 5.32027
F 2.43659 3.14125 6.83771
O 1.91184 2.92788 3.28312
C 1.37672 3.86077 2.41112
C 1.59962 3.33901 0.98038
F 1.15366 4.15471 0.00714
F 2.91771 3.13244 0.80887
F 0.07083 4.04855 2.67212
F 1.99380 5.04112 2.61018
H 1.32308 4.22390 4.80578
H 0.74892 2.64772 5.03634
H 4.03346 1.58473 4.45194
H 1.01313 2.41850 0.88480
C 6.02395 -1.45141 -0.67096
C 7.06397 -0.74193 -1.50904
C 7.82561 -1.65777 -2.47964
F 8.56362 -2.56151 -1.77666
F 7.01493 -2.40518 -3.26936
F 6.42838 0.18345 -2.29154
F 7.89908 -0.07444 -0.68793
O 5.22416 -0.56498 0.09400
C 4.58329 -1.16120 1.14254
C 3.70499 -0.10499 1.83375
F 3.11676 -0.58559 2.95068
F 4.36932 1.03339 2.10241
F 3.74325 -2.12469 0.66961
F 5.42376 -1.73969 2.02309
H 6.53827 -2.16936 -0.02572
H 5.35521 -2.05503 -1.28955
H 8.45747 -1.02477 -3.10875
H 2.90539 0.10387 1.11146
C 1.30587 -3.92947 3.65993
C 1.29759 -2.60227 4.39986
C 0.33432 -1.60644 3.76708
F -0.91327 -2.15022 3.71600
F 0.25866 -0.40648 4.39371
F 0.94645 -2.82665 5.70687
F 2.55710 -2.10256 4.46085
O 1.53413 -3.70833 2.27369
C 0.63139 -4.40424 1.44400
C 1.01951 -4.20900 -0.01951
F 2.28816 -4.66241 -0.20442
F 0.23455 -4.92469 -0.85311
F 0.66158 -5.72079 1.72203
F -0.58619 -3.88783 1.69725
H 0.35243 -4.43130 3.83900
H 2.01674 -4.60552 4.13803
H 0.64723 -1.40557 2.73757
H 0.99658 -3.13622 -0.23741
C -1.83248 2.70958 -4.67373
C -1.05736 1.70767 -3.83257
C -1.91226 0.47743 -3.95740
O -3.26323 0.94952 -3.84431
C -3.30142 2.21736 -4.49870
H -1.49732 2.66067 -5.71074
H -1.70041 3.73777 -4.34171
H -0.98170 2.04302 -2.79608
H -0.03496 1.54922 -4.17779
H -1.74759 -0.27958 -3.19110
H -1.82804 0.00853 -4.94522
H -3.82158 2.95442 -3.88790
H -3.82118 2.15174 -5.45796
C 2.13102 0.06766 -2.44103
Cl 3.18582 -0.84142 -3.55646
Cl 2.83601 1.59288 -1.89566
H 1.25107 0.41333 -2.96948
H 1.86235 -0.53633 -1.58140
C -2.28753 1.19129 3.59594
Cl -3.92232 1.33304 2.92927
Cl -2.27153 1.63447 5.31151
H -2.00959 0.14459 3.57906
H -1.63919 1.83216 3.01107
```

LUMO energy = -0.014 hartree
Charge = 0
Calculated total energy = -6557.42906 a.u.
Gap between HOMO and LUMO = 0.361 Ha
Energy relative to the best compared isomer or geometry (same formula, charge and spin) = 0.00 kcal per mole


The highest calculated total energy belongs to which entry?
CH11N2O3